157
Properties=species:S:1:pos:R:3:forces:R:3 method="wB97M-V/def2-TZVPD" lumo_energy_ev=0.01 fmax_ev_per_a=1.88 homo_lumo_gap_ev=9.718 smiles="C[C@H](I)C[C@@]1(CP(=O)(O)O)O[C@](CCF)(C[SH](=O)=O)[C@](CCO)(C[SH](=O)=O)[C@]1(C[SH](=O)=O)[Si](C)(C)C.COC(=O)OC.COC(=O)OC.COC(=O)OC.COC(=O)OC.COC(=O)OC.COC(=O)OC.COC(=O)OC" energy_ha=-6164.11893
H 2.31419 -2.59690 1.58327 -0.036 -0.143 -0.298
H -4.98025 -6.81519 5.62611 -0.072 0.050 0.080
H -4.13277 -4.79699 10.27700 -0.074 -0.027 -0.035
H 4.61466 0.52390 -2.31565 0.087 0.102 -0.017
H 3.42995 10.83041 -1.80862 -0.035 -0.094 -0.008
C 2.31817 -1.54092 1.82485 -0.475 0.437 -0.011
H -9.43929 0.31018 -3.72330 0.067 0.056 -0.042
O -7.42931 0.38883 -3.52667 0.025 -0.025 0.011
H 0.50519 -0.50123 -3.38194 -0.228 0.053 0.108
C -4.29701 -5.97000 5.57311 -0.036 -0.050 -0.118
O -0.41224 3.47966 -3.08161 0.470 0.674 -0.258
H 2.69752 -3.22530 -1.40271 -0.111 -0.128 0.238
H 3.89232 -2.35699 -0.37954 -0.057 -0.217 0.165
O -3.08348 -5.85621 8.82722 0.016 -0.002 -0.018
H 0.35865 1.75713 3.21837 -0.093 -0.330 -0.044
H -3.46193 -6.90482 0.54353 0.045 0.063 0.000
C -3.81683 -4.70420 1.94123 -0.612 0.025 0.331
H 3.24249 1.08158 -3.29858 0.001 0.082 -0.009
C 2.06971 -2.89370 -8.54748 -0.098 -0.124 -0.077
H 1.87538 3.83378 -2.11150 -0.131 -0.285 -0.272
C -8.67176 -2.11673 2.84613 0.073 0.023 -0.019
H 3.90750 11.10669 -0.12016 0.076 -0.013 0.038
H 1.70189 2.46181 2.38551 0.258 -0.224 -0.206
H 4.30904 1.14385 -7.02001 0.016 -0.089 -0.086
C 3.17529 -1.42438 4.23227 -0.319 -0.391 -0.034
O 4.45292 7.32565 0.22750 -0.026 -0.079 -0.022
H -1.63002 2.40817 0.56222 -0.147 0.190 0.129
O -4.73026 -5.57375 1.51859 0.160 0.073 0.017
O -1.45848 -0.52227 -1.37962 -0.480 -0.559 -0.112
O 4.37677 2.38246 2.00622 -0.431 0.669 0.050
H -4.85453 -5.03870 5.51883 -0.082 -0.025 0.051
C 6.28424 3.03501 -2.54269 -0.119 0.073 0.250
C -6.36562 -0.12879 -2.90438 -0.017 0.093 -0.031
H -6.58177 -3.34275 1.84155 -0.097 -0.043 0.002
C 0.63724 2.27635 2.30538 -0.199 0.767 0.154
Si 2.48595 -0.75234 -1.76836 -0.245 -0.051 -0.453
C -6.81084 -2.34270 1.48008 0.178 -0.087 -0.216
H -2.73951 -5.75735 10.81720 0.063 -0.009 -0.078
H 6.28982 6.68160 0.96722 0.012 0.122 0.024
H 5.05082 7.03043 2.20223 0.040 0.103 -0.025
H -2.41804 2.36488 2.97342 0.157 0.177 -0.100
C 1.33770 -0.76997 0.86831 -0.706 0.039 0.020
O -2.73770 -4.51546 1.43394 0.316 0.132 -0.182
O -5.20353 -5.75365 8.05317 0.015 -0.003 -0.008
H 3.99652 -0.44878 -3.63117 0.007 -0.139 0.013
C 2.54611 3.31300 -1.43393 0.133 0.327 0.570
C -3.59953 -5.73750 10.15470 0.045 0.008 0.170
H 5.22890 -0.09971 -6.13228 0.027 -0.002 -0.064
H 1.66733 -1.72393 -3.78614 0.164 0.005 -0.060
H 4.13112 0.97767 -5.26378 -0.047 -0.052 -0.099
H -4.07005 0.19067 -1.67383 -0.056 0.002 0.032
C 0.27620 1.51007 -1.52012 0.063 -0.166 0.595
C 4.12759 10.54668 -1.02655 -0.054 0.132 -0.093
C 7.52448 2.43500 -4.40052 0.048 0.023 0.006
C 0.37238 -1.86177 0.31410 0.072 -0.090 0.312
O -3.63736 0.91793 1.79272 -0.771 0.148 -0.437
H -7.39572 -2.39657 0.56403 -0.029 -0.023 0.025
O -1.82259 0.22326 3.29143 0.405 0.180 0.545
H 4.15554 -0.22911 -0.00139 0.111 -0.103 0.087
C 4.28660 0.43856 -6.19135 0.155 0.198 -0.001
H 4.11941 -2.50639 -2.09531 0.089 -0.020 -0.109
O -6.39880 -1.01479 -2.08701 -0.008 -0.026 0.020
H -3.22895 -2.30506 2.86552 0.078 -0.064 -0.030
H -0.81487 3.75127 -0.86184 0.332 0.047 0.065
C 2.02491 0.23063 -0.09824 0.874 -0.404 -1.562
H -3.89344 -1.01035 -2.97900 -0.079 -0.060 0.069
O 7.36569 3.32735 -3.42978 0.028 0.039 0.017
H 3.85097 1.42416 -0.38062 -0.045 0.328 0.077
P -1.27815 -1.51278 -0.30803 -0.291 -1.552 -1.017
H 0.53334 -2.07560 -2.53476 -0.409 -0.018 0.040
C 5.23031 6.62693 1.20829 0.055 -0.306 0.104
H -0.68383 3.77955 3.19821 -0.250 -0.006 -0.026
H 0.89191 1.45218 -2.41203 0.306 0.333 0.027
H 4.90942 5.58901 1.17582 -0.110 0.040 -0.103
S -0.85853 2.85253 -1.87813 -0.221 -0.780 -0.661
O -5.28252 0.50051 -3.33775 -0.004 -0.060 0.016
H 3.31418 5.10103 -1.31220 0.176 0.146 0.103
C -4.35430 -6.31233 0.35116 -0.042 -0.150 -0.163
O 4.08128 -1.19580 -8.27199 -0.029 -0.006 0.018
H 3.35918 -1.25939 1.68854 -0.149 0.091 0.084
C 3.22861 -1.22577 -7.42368 0.004 0.006 -0.006
H -3.92457 -2.68432 4.44894 -0.154 -0.129 -0.040
H -2.89694 -0.59050 0.64928 -0.584 -0.085 0.306
H -8.68515 -1.26220 -3.38594 0.037 -0.026 0.070
C 1.12828 -1.27190 -2.94830 0.431 -0.162 -0.065
O 3.93901 9.14553 -0.81184 -0.013 -0.010 -0.014
S 4.04718 0.99476 1.90138 0.958 0.176 -0.034
H -11.20437 -1.81234 3.46313 0.021 -0.078 -0.030
O 0.42310 0.04386 1.60528 0.602 0.227 0.386
O -2.18581 2.31742 -1.86165 -0.444 0.107 0.350
H 9.09064 0.93656 -5.88476 -0.078 -0.027 0.014
O 3.18864 -0.47184 -6.32685 -0.044 0.038 0.099
C -3.42177 -3.10051 3.58083 0.092 0.257 0.156
H -5.18764 -6.97106 0.12870 -0.054 0.045 0.078
H 2.00061 -2.32073 -9.46972 0.083 0.015 -0.008
H 3.44317 -0.41088 4.52175 0.192 0.114 -0.113
C 0.03631 3.68801 2.38996 0.537 0.079 -0.053
O -1.76981 -2.94722 -0.81566 0.474 0.291 0.416
H -1.63918 0.73437 0.18646 0.118 0.507 0.077
H 5.33868 3.02240 -3.08205 0.012 -0.069 -0.011
O 5.08016 0.05355 2.22359 0.208 -0.428 0.140
O -4.29776 -4.09107 3.01879 0.171 -0.076 -0.301
H -5.88484 -1.81006 1.27914 -0.059 0.124 0.083
H -2.48841 -3.56118 3.89111 0.098 0.001 -0.046
H 1.16272 -3.47465 -8.41101 -0.022 0.047 0.085
C 3.70270 0.21857 -2.82199 -0.180 -0.090 0.205
H -0.39074 4.03320 1.45122 -0.248 -0.002 -0.038
F 1.05318 4.59195 2.69768 -0.020 -0.022 -0.025
H -3.26099 0.63355 -3.17790 -0.072 0.108 -0.046
H -3.67742 -6.06862 4.68810 0.137 0.001 0.078
H -8.85962 -0.05638 -2.08489 0.043 -0.065 0.028
H 4.02202 -1.91184 3.75995 0.152 0.046 -0.048
O 3.58067 4.21924 -1.03949 -0.035 -0.042 -0.216
O -9.16418 -3.12467 2.41008 -0.020 0.004 0.008
H 9.68616 2.35686 -6.76906 0.005 0.078 0.064
C -10.47322 -1.77837 4.26832 -0.114 0.039 0.107
H 2.58651 2.94240 0.60774 0.052 -0.210 0.298
O -9.20700 -1.33002 3.78179 -0.013 0.023 0.023
H 0.10262 -2.44256 1.20131 -0.010 -0.033 0.207
H -10.78589 -1.05314 5.01358 0.081 0.054 -0.012
S -2.34353 1.16428 2.35525 0.185 -0.468 0.115
C 1.93693 -1.42263 3.30633 1.155 -0.310 0.479
C -8.67302 -0.20039 -3.14742 -0.170 0.007 -0.026
O 5.54444 9.22679 0.77659 -0.012 0.000 -0.007
O 6.84848 1.44964 -4.56433 -0.040 -0.055 -0.056
C 1.10411 1.48825 -0.22187 -0.370 1.442 0.972
C 3.35950 -2.36864 -1.32662 0.131 0.478 -0.068
C -4.01742 -5.84907 7.87525 0.014 0.005 0.025
C 8.83496 1.92944 -6.24857 0.100 -0.028 -0.133
H 3.01076 2.47396 -1.94365 -0.014 0.023 -0.131
H 1.38287 -0.52476 3.53254 -0.619 -0.120 -0.155
H 1.12652 3.65891 0.07667 -0.270 -0.054 0.146
O -7.50411 -1.59341 2.48261 0.003 0.031 0.051
H 7.98514 1.87174 -6.92571 -0.044 -0.054 0.044
H 6.25877 3.82370 -1.79887 0.078 0.089 -0.075
O -2.21447 -1.21898 0.93110 0.233 -0.473 0.009
C -4.05638 0.04028 -2.74941 0.141 -0.104 -0.082
H -1.92718 -3.51025 -0.03557 -0.331 -0.423 -0.047
H -4.18545 -5.64172 -0.48914 0.056 0.028 0.023
H -10.38214 -2.75949 4.72992 -0.006 -0.046 -0.072
H -4.25827 -6.57174 10.38686 -0.070 0.032 -0.038
H 6.45010 2.08033 -2.04412 -0.030 -0.048 -0.080
C 1.82399 2.85859 -0.15381 0.578 0.021 -0.761
C 0.22967 1.38463 1.11576 -0.257 -1.128 0.550
H 5.14497 10.75124 -1.35313 0.036 -0.001 0.078
C 4.72829 8.62556 0.13031 -0.028 -0.018 -0.024
C 3.50083 0.60742 0.23507 -0.551 -0.515 0.346
C -1.29421 1.44302 0.93232 0.358 1.046 -0.132
O 8.55225 2.80950 -5.15651 -0.003 0.002 -0.008
I 0.75219 -3.13666 3.83513 -0.403 0.078 0.140
H 3.00194 0.72792 2.71819 -0.209 0.130 -0.168
O -3.40944 -5.96461 6.69642 0.046 -0.018 -0.066
O 2.15900 -2.02198 -7.41786 -0.013 -0.016 0.028
H 2.92847 -3.56069 -8.58663 0.054 0.056 -0.038
H -0.37610 0.63296 -1.53498 0.083 0.384 -0.270
H 0.82642 -2.61654 -0.31858 0.158 0.106 -0.358
H 2.96852 -1.96625 5.14868 -0.033 0.057 0.157